[1]
Below is a cluster of 7 separate species, C32H61Br12IN3O3 in total at a distorted geometry, with properties calculated with ωB97M-V/def2-TZVPD.

Geometry as XYZ:
```
112
Properties=species:S:1:pos:R:3:forces:R:3:mulliken_charge:R:1
C 5.41684 0.26322 0.64458 0.18 0.06 0.84 -0.91
C 4.53009 1.01518 1.64727 -0.80 -0.33 -0.85 -0.26
C 3.07104 1.12206 1.17503 0.59 1.05 0.75 -0.21
N 3.01983 2.18887 0.15243 -0.04 -0.96 -0.45 -1.21
N 1.72987 2.40780 -0.31624 -0.22 0.01 -0.17 0.58
C 0.84915 3.39467 0.05045 0.75 1.61 1.18 0.78
C 1.11839 4.43691 1.09773 -0.42 -0.84 0.51 -1.27
C 0.34947 3.94286 2.34960 0.13 0.56 0.12 0.09
O -0.40535 4.63406 2.97987 0.32 -0.32 -0.30 -0.49
C -0.28937 3.29041 -0.65203 0.01 -0.82 -0.50 0.36
C -1.48577 4.19804 -0.57455 0.25 -0.34 -0.53 -0.73
C -2.84759 3.50273 -0.61813 -0.11 0.24 0.54 -1.40
C -3.02065 2.42250 0.47112 -1.09 0.41 -0.37 0.22
C -4.03717 1.35069 0.02877 0.40 0.09 0.23 -0.25
C -4.49701 0.50868 1.22317 0.58 -0.09 0.49 -1.12
C -3.43697 -0.53832 1.62202 -0.40 -0.26 -1.04 -0.29
C -3.39438 -1.72869 0.62854 0.12 0.75 0.98 -0.25
C -2.19680 -2.63021 0.99273 -0.69 0.05 -0.83 0.11
C -1.50361 -3.32924 -0.20378 -0.33 -0.85 0.82 -0.47
O -2.09572 -3.03838 -1.45443 0.66 0.81 0.09 -0.33
C -1.17537 -2.97259 -2.52363 -0.32 -0.32 -0.49 -0.27
N -0.05711 2.16595 -1.45171 -1.66 -0.09 -0.86 -0.38
I -1.30392 1.31361 -2.83551 0.00 -0.01 -0.02 0.31
C 1.13461 1.64711 -1.24045 1.12 -0.08 0.35 0.83
C 1.76767 0.45211 -1.86229 0.42 -0.24 -0.40 -0.71
O 1.76575 0.61615 -3.25793 -0.23 -0.03 0.09 -0.36
C 2.16485 -0.56592 -3.93980 0.42 -0.47 -0.10 -0.15
H 6.46054 0.51237 0.84499 -0.01 0.02 -0.21 0.32
H 5.32691 -0.80326 0.86252 -0.08 -0.03 -0.41 0.30
H 5.18466 0.48628 -0.39540 0.01 -0.04 0.01 0.06
H 4.86336 2.04623 1.79527 0.24 -0.16 0.36 0.01
H 4.49386 0.46736 2.58731 0.32 0.35 0.19 0.47
H 2.46538 1.46136 2.02709 -0.18 -0.46 -0.02 0.13
H 2.70579 0.17509 0.77973 -0.11 0.10 -0.11 0.36
H 3.42043 3.05407 0.48849 -0.11 0.05 -0.04 0.38
H 0.72741 5.41381 0.82160 0.15 0.01 -0.03 0.32
H 2.18567 4.52071 1.31218 -0.07 0.08 0.14 0.34
H 0.50284 2.86955 2.60685 0.01 0.19 -0.02 0.36
H -1.37132 4.93745 -1.37447 -0.23 0.01 0.02 0.35
H -1.39238 4.74148 0.36774 -0.03 -0.02 -0.04 0.29
H -3.59302 4.27495 -0.40850 0.04 0.02 -0.13 0.50
H -3.10872 3.13775 -1.60854 0.22 -0.11 -0.01 0.47
H -3.48975 2.92470 1.32240 0.44 -0.05 0.23 0.31
H -2.07783 1.98109 0.80371 -0.01 -0.01 -0.10 0.06
H -3.53474 0.75775 -0.74057 -0.32 -0.24 0.02 -0.15
H -4.89305 1.83237 -0.45222 0.06 0.09 0.06 0.48
H -4.60015 1.17914 2.08471 -0.24 0.06 -0.14 0.45
H -5.47675 0.05122 1.07055 0.10 -0.10 -0.15 0.38
H -2.45286 -0.06178 1.54456 -0.01 0.03 0.41 0.04
H -3.59729 -0.90789 2.63673 0.10 0.12 0.02 0.34
H -3.33299 -1.29008 -0.36663 0.10 -0.40 -0.13 0.30
H -4.34583 -2.25673 0.72962 0.09 -0.15 -0.28 0.17
H -1.48227 -2.01360 1.54338 0.11 -0.18 -0.02 0.45
H -2.58575 -3.39807 1.65980 0.35 0.09 0.11 -0.57
H -0.42861 -3.11571 -0.16232 -0.07 0.18 -0.40 0.30
H -1.59695 -4.41251 -0.04066 0.16 0.05 -0.05 0.17
H -1.18277 -3.91796 -3.07925 0.21 0.03 0.04 0.22
H -0.14808 -2.75624 -2.20885 -0.09 -0.02 0.15 0.22
H -1.48761 -2.19618 -3.22771 -0.08 0.01 0.09 -0.05
H 2.79588 0.37030 -1.49067 -0.06 0.14 0.09 0.44
H 1.25638 -0.48098 -1.57966 -0.22 0.21 0.10 0.21
H 1.47949 -0.79681 -4.75620 -0.05 0.27 0.02 0.31
H 2.18929 -1.43667 -3.27587 -0.14 0.10 0.06 0.34
H 3.18642 -0.46456 -4.31861 -0.21 0.17 -0.02 -0.30
Br 6.24903 1.36423 -3.19861 0.00 -0.05 0.05 -0.14
C 7.14492 0.07693 -4.35464 -0.04 0.25 -0.03 -0.55
C 6.15247 -0.81285 -5.05103 0.05 -0.28 0.00 -0.67
Br 5.44840 -2.17722 -3.85226 0.03 0.01 0.01 -0.13
H 7.84587 -0.47254 -3.73474 -0.04 -0.04 -0.01 0.38
H 7.69399 0.67567 -5.07809 -0.03 -0.02 -0.02 0.35
H 6.63053 -1.36342 -5.85830 0.04 0.03 0.02 0.40
H 5.30051 -0.26658 -5.44460 0.04 0.05 0.01 0.36
Br 0.86230 8.12895 2.38210 0.10 -0.04 -0.02 -0.13
C 0.75639 7.64190 4.26583 -0.28 -0.05 -0.12 -0.55
C 0.81442 8.85571 5.15272 0.24 0.01 0.17 -0.63
Br 2.62700 9.54818 5.29567 -0.05 0.03 -0.05 -0.14
H 1.56143 6.93919 4.45582 0.02 0.05 0.04 0.36
H -0.19883 7.13212 4.37369 0.01 0.01 0.00 0.34
H 0.52457 8.59721 6.16884 -0.02 -0.05 -0.03 0.39
H 0.19223 9.67034 4.79612 -0.01 -0.04 -0.04 0.39
Br 4.17275 3.06704 5.13816 0.01 -0.05 0.01 -0.14
C 6.00541 3.68459 5.39066 -0.20 0.17 -0.06 -0.55
C 6.81664 3.50990 4.13638 0.26 -0.17 0.02 -0.62
Br 7.33521 1.65295 3.86920 -0.04 0.03 -0.03 -0.12
H 6.40930 3.13929 6.23741 0.01 -0.04 -0.04 0.37
H 5.91928 4.73836 5.64691 0.01 0.00 -0.03 0.35
H 7.75269 4.06015 4.20301 -0.03 0.03 0.06 0.39
H 6.28048 3.81996 3.24478 -0.02 0.04 0.04 0.32
Br -2.69560 -1.13229 -6.04217 0.05 0.07 0.03 -0.10
C -2.55897 -2.38557 -7.52744 -0.18 0.06 0.01 -0.61
C -2.39896 -3.79989 -7.04073 0.22 -0.12 -0.06 -0.59
Br -0.58649 -4.13475 -6.41347 -0.05 0.02 0.08 -0.14
H -1.73018 -2.05363 -8.14415 0.02 -0.04 0.03 0.38
H -3.48855 -2.27232 -8.08097 -0.01 -0.03 0.04 0.34
H -2.55476 -4.50242 -7.85656 -0.01 0.05 -0.03 0.35
H -3.06766 -4.04413 -6.22132 -0.02 0.06 -0.01 0.37
Br -2.43274 -6.73662 2.10834 0.05 0.05 0.04 -0.17
C -3.40865 -6.73613 3.79606 -0.05 -0.18 -0.16 -0.59
C -4.53032 -5.73614 3.77761 0.02 0.21 0.22 -0.35
Br -3.86500 -3.91890 4.00065 -0.08 0.00 0.07 -0.14
H -2.68256 -6.54747 4.58027 -0.02 0.04 -0.01 0.43
H -3.80066 -7.74570 3.90090 -0.04 0.03 -0.02 0.36
H -5.20452 -5.89942 4.61576 0.03 -0.05 0.00 0.38
H -5.09753 -5.75309 2.85399 0.06 -0.01 0.05 0.06
Br -6.89232 -10.10517 -0.88925 -0.05 0.07 0.01 -0.13
C -6.29610 -8.26482 -1.08917 0.06 -0.27 -0.08 -0.58
C -5.60252 -7.77036 0.15147 -0.06 0.25 0.02 -0.46
Br -6.88003 -7.34431 1.56076 -0.03 -0.15 -0.05 -0.12
H -7.17049 -7.67609 -1.34802 0.02 0.04 0.05 0.38
H -5.60565 -8.27681 -1.92996 0.04 0.04 0.04 0.37
H -5.07719 -6.83858 -0.04926 0.00 -0.02 -0.03 0.21
H -4.90581 -8.49179 0.56565 -0.02 -0.03 -0.04 0.38
```
Positions in Å, forces in eV/Å.

Output
* HOMO-LUMO gap: 0.2831 Eh
* highest occupied orbital energy: -11.30 eV
* charge: +1

[2]
Below is the ion C3H7O with charge +1 at a distorted geometry, with properties calculated with ωB97M-V/def2-TZVPD.

Geometry as XYZ:
```
11
Properties=species:S:1:pos:R:3:forces:R:3:mulliken_charge:R:1
C -1.88631 0.10192 -0.21625 -7.48 2.06 -2.09 -0.37
C 1.34979 0.37635 0.10495 -1.43 2.07 3.50 -1.20
C 0.26407 -0.65906 0.09670 1.60 3.63 3.70 -0.04
O -0.90044 0.14654 0.47704 7.75 -2.98 5.11 0.01
H -2.60067 0.83688 0.16459 -0.66 0.52 -1.18 0.35
H -1.87989 -0.48565 -1.05172 -1.03 -1.92 -2.26 0.38
H 1.32254 0.85164 -0.79386 -0.84 1.86 -2.95 0.41
H 1.28711 1.17924 0.94376 -0.05 -1.70 -1.34 0.34
H 2.27912 0.02632 0.04627 3.89 -2.02 0.44 0.48
H 0.53289 -1.23474 1.02123 -0.82 -0.03 -0.21 0.26
H 0.23178 -1.13944 -0.79271 -0.92 -1.50 -2.73 0.40
```
Positions in Å, forces in eV/Å.

Output
* relative energy (zero: lowest compared OMol25 entry of this formula, charge and spin): 197.6 kJ/mol
* HOMO-LUMO gap (alpha / beta): 0.3697 / 0.2327 Eh
* highest occupied orbital energy (alpha / beta): -13.20 / -18.02 eV
* multiplicity: 3
* charge: +1